No. 1
Formula: C23H26N4O2S
Source: OMol25
Level of theory: the ωB97M-V functional and the def2-TZVPD basis

```
56
Properties=species:S:1:pos:R:3:forces:R:3
C 1.706 -0.386 8.107 0.0 0.0 0.0
C 2.103 -0.590 6.678 0.0 0.0 -0.1
C 3.078 0.221 6.102 -0.1 -0.1 0.0
C 3.463 0.036 4.787 0.1 0.1 -0.1
C 2.868 -0.965 4.044 0.2 0.0 -0.5
S 3.362 -1.234 2.350 -0.2 -0.3 -0.2
O 4.215 -0.164 1.926 -0.3 0.1 0.3
O 3.821 -2.584 2.202 -0.3 -0.1 0.1
N 1.894 -1.206 1.540 0.8 -0.5 0.3
C 1.225 -0.051 1.154 -0.3 0.8 0.0
C 1.451 1.150 1.819 -0.1 0.1 -0.1
C 0.757 2.282 1.431 0.0 0.0 0.1
C -0.170 2.236 0.406 -0.1 -0.1 -0.1
C -0.418 1.034 -0.257 0.5 0.0 0.5
C -1.390 0.915 -1.348 -0.6 0.3 -0.5
C -2.272 1.946 -1.730 0.1 -0.4 -0.1
C -3.130 1.722 -2.772 0.1 -0.1 0.0
C -3.088 0.455 -3.399 0.2 0.4 0.6
N -3.917 0.092 -4.406 -0.2 -0.1 0.0
C -4.722 1.047 -5.125 0.0 0.4 -0.1
C -3.915 1.966 -6.061 0.1 -0.1 0.1
C -2.658 1.304 -6.630 -0.2 0.1 -0.1
C -2.875 -0.111 -7.179 0.3 0.0 0.1
C -2.665 -1.195 -6.121 -0.3 0.0 0.0
C -3.737 -1.201 -5.030 0.3 -0.5 -0.1
N -2.224 -0.477 -2.969 -0.6 -0.2 -0.9
N -1.418 -0.248 -1.988 0.7 0.3 0.8
C 0.293 -0.101 0.126 0.1 0.0 0.1
C 1.903 -1.784 4.592 -0.1 -0.1 0.1
C 1.521 -1.592 5.909 0.1 0.0 -0.1
H 0.830 -0.977 8.359 -0.1 0.0 0.1
H 1.491 0.664 8.298 0.0 0.1 0.1
H 2.523 -0.682 8.765 0.0 0.0 0.1
H 3.537 1.000 6.693 0.1 0.1 0.0
H 4.217 0.651 4.322 0.1 0.1 0.0
H 1.748 -2.017 0.960 0.2 -0.2 0.0
H 2.178 1.196 2.612 0.0 0.1 0.1
H 0.944 3.217 1.938 0.0 0.1 0.0
H -0.685 3.141 0.125 -0.1 0.1 0.0
H -2.283 2.894 -1.214 0.0 0.1 0.0
H -3.819 2.488 -3.091 0.0 0.0 0.0
H -5.299 1.651 -4.418 -0.1 -0.1 -0.1
H -5.441 0.472 -5.713 0.0 0.0 0.1
H -4.570 2.276 -6.878 0.0 0.1 0.0
H -3.608 2.867 -5.527 -0.1 0.1 0.0
H -2.279 1.949 -7.426 0.1 0.0 0.1
H -1.888 1.263 -5.856 0.1 0.0 0.0
H -3.874 -0.195 -7.612 -0.1 0.0 -0.1
H -2.157 -0.286 -7.983 -0.1 0.0 -0.1
H -2.661 -2.176 -6.599 0.1 -0.1 0.0
H -1.693 -1.050 -5.646 0.1 0.0 0.0
H -4.700 -1.506 -5.450 0.0 0.0 0.0
H -3.448 -1.907 -4.249 -0.2 0.0 -0.2
H 0.104 -1.024 -0.400 0.0 -0.1 0.0
H 1.466 -2.562 3.987 -0.1 -0.1 0.0
H 0.765 -2.229 6.346 -0.1 -0.1 0.0
```
Forces are in eV/Å.

Summary:
- Kohn-Sham gap: 0.3092 Eh
- Energy relative to the best compared isomer or geometry (same formula, charge and spin): 284.5 kJ/mol
- E_LUMO: 0.65 eV
- M: 422.554 g/mol
- SMILES string: Cc1ccc(S(=O)(=O)Nc2cccc(-c3ccc(N4CCCCCC4)nn3)c2)cc1

No. 2
Formula: C8H6F3N2O2PS
Source: OMol25
Level of theory: the ωB97M-V functional and the def2-TZVPD basis

```
23
Properties=species:S:1:pos:R:3:forces:R:3
O 0.179 1.746 2.591 -0.5 2.0 -2.7
P -0.159 2.484 1.268 0.2 -4.3 2.9
C 0.240 1.275 -0.157 0.2 -2.0 -2.7
C 1.304 1.794 -1.213 -0.2 -3.2 -2.4
C 1.731 0.964 -2.457 -2.9 -0.6 3.7
C 1.049 -0.464 -2.586 0.1 0.5 -0.3
N 1.313 -1.378 -3.705 -3.1 0.9 5.3
S 0.313 -2.692 -3.291 0.0 1.6 1.3
N -0.507 -2.333 -1.823 3.5 4.3 -1.9
C -0.010 -0.993 -1.520 0.4 -0.1 -0.4
C -0.451 -0.128 -0.280 2.8 2.3 -1.4
C -1.547 -0.634 0.767 -0.6 1.5 -1.8
O -1.288 -1.941 1.338 1.7 1.7 2.3
C -0.498 -1.870 2.508 0.8 -2.0 0.9
F 0.874 -1.536 2.254 -3.7 -0.4 0.7
F -1.030 -1.064 3.539 1.5 -1.7 -2.8
F -0.455 -3.208 3.037 -0.2 3.4 -1.4
H -1.606 2.609 1.252 1.0 0.6 -0.6
H 0.499 3.747 1.116 -0.5 -0.5 -0.5
H 1.824 2.818 -1.102 -1.1 -1.8 0.0
H 2.479 1.334 -3.238 -1.3 -0.6 1.4
H -1.716 0.202 1.526 0.4 -1.5 -0.7
H -2.539 -0.735 0.176 1.7 -0.1 1.0
```
Forces are in eV/Å.

Summary:
- Kohn-Sham gap: 0.2714 Eh
- E_LUMO: -1.84 eV
- M: 282.183 g/mol
- SMILES string: O=[PH2]c1ccc2nsnc2c1COC(F)(F)F

No. 3
Formula: C7H9NO2S
Source: OMol25
Level of theory: the ωB97M-V functional and the def2-TZVPD basis

```
20
Properties=species:S:1:pos:R:3:forces:R:3
C 1.083 2.490 1.246 -0.3 0.1 -1.5
C -0.020 1.767 1.162 2.4 0.7 -0.5
C -0.525 0.970 0.039 2.9 0.2 -1.5
C -0.448 -0.549 0.376 1.4 0.6 -0.2
N -1.300 -0.771 1.549 -0.9 0.3 2.0
O -2.495 -0.787 1.312 0.2 -0.1 0.7
O -0.764 -0.824 2.655 -1.4 0.0 -0.9
C -0.892 -1.411 -0.725 0.6 -0.9 -5.3
C 0.128 -2.569 -0.957 -0.3 4.5 3.5
C 1.127 -2.534 -0.088 0.0 -0.6 -1.2
S 1.215 -1.097 0.894 0.9 0.1 -0.1
H 1.568 2.870 2.090 -0.1 0.3 1.8
H 1.616 2.812 0.413 0.8 0.2 -1.9
H -0.268 1.572 2.123 -2.1 -1.1 2.7
H -1.482 1.257 -0.194 -2.8 0.2 -0.3
H 0.029 1.244 -0.962 -0.5 -1.0 2.0
H -1.003 -0.736 -1.730 0.3 -1.6 2.2
H -1.814 -1.967 -0.668 -0.7 0.6 0.7
H -0.009 -3.246 -1.665 -0.7 -3.0 -2.9
H 1.855 -3.337 -0.159 0.4 0.5 0.7
```
Forces are in eV/Å.

Summary:
- Kohn-Sham gap: 0.3131 Eh
- Energy relative to the best compared isomer or geometry (same formula, charge and spin): 505.3 kJ/mol
- E_LUMO: 0.08 eV
- M: 171.221 g/mol
- SMILES string: C=CC[C@@]1([N+](=O)[O-])CC=CS1

> E_LUMO of number 3 (C7H9NO2S)?

0.08 eV